1.
Entry from the OMol25 dataset: a structure of composition C31H52BCaF4N5S2Si2 at a distorted geometry (ωB97M-V/def2-TZVPD).

relative energy (zero: lowest compared OMol25 entry of this formula, charge and spin) = 31.1 kcal/mol
gap between HOMO and LUMO = 5.40 eV
E_LUMO = -1.410 eV
molar mass = 741.98 Da

```
! wB97M-V def2-TZVPD RIJCOSX def2/J DEFGRID3
* xyz 0 1
Ca 0.0201 0.0221 -0.6497
C 1.1959 -2.7335 -2.0126
C 2.1444 -2.2728 -0.8954
N 1.4127 -1.7612 0.2475
C 0.7388 -2.7733 1.0504
C -0.7036 -2.3461 1.3592
N -1.3495 -1.8429 0.1620
C -1.6630 -2.8481 -0.8428
C -1.2127 -2.3813 -2.2353
N 0.1113 -1.7862 -2.1963
H 1.7889 -2.8694 -2.9270
H 0.7694 -3.7073 -1.7521
H 2.8000 -3.1175 -0.6306
H 2.7633 -1.4554 -1.2705
H 2.0465 -1.2318 0.8338
H 0.7254 -3.7194 0.5042
H 1.2534 -2.9578 2.0015
H -1.2386 -3.2004 1.8069
H -0.6849 -1.5354 2.0898
H -2.1884 -1.3252 0.4100
H -1.1562 -3.7829 -0.5843
H -2.7385 -3.0585 -0.8949
H -1.2680 -3.2364 -2.9279
H -1.9046 -1.6190 -2.5812
H 0.2503 -1.2378 -3.0369
S 1.1173 0.5899 2.5639
C 0.2423 1.7827 3.3239
N 0.8529 2.7867 3.9855
C 0.0615 3.7688 4.6875
C -1.1641 3.0846 5.2800
N -1.8915 2.4390 4.2164
C -3.3334 2.5555 4.2171
C -3.7345 4.0041 4.1244
C -4.4430 4.6224 5.1436
C -4.7630 5.9673 5.0577
C -4.3660 6.7045 3.9560
C -3.6667 6.0913 2.9295
C -3.3546 4.7464 3.0119
C -1.2096 1.7450 3.2790
S -1.9899 0.8455 2.1189
C 2.2916 2.8512 4.1353
C 2.6919 2.3570 5.5022
C 3.2498 3.2131 6.4424
C 3.5667 2.7546 7.7104
C 3.3218 1.4363 8.0515
C 2.7645 0.5751 7.1202
C 2.4535 1.0317 5.8526
H -0.2633 4.5615 3.9993
H 0.6716 4.2125 5.4767
H -1.8147 3.8195 5.7562
H -0.8480 2.3453 6.0310
H -3.7311 2.1024 5.1323
H -3.6985 2.0002 3.3487
H -4.7506 4.0483 6.0072
H -5.3223 6.4366 5.8529
H -4.6095 7.7541 3.8925
H -3.3708 6.6580 2.0601
H -2.8192 4.2621 2.2087
H 2.6163 3.8850 3.9901
H 2.7324 2.2248 3.3545
H 3.4431 4.2438 6.1799
H 4.0032 3.4308 8.4320
H 3.5685 1.0775 9.0401
H 2.5742 -0.4561 7.3806
H 2.0242 0.3582 5.1271
C 2.1629 3.0338 -4.5879
Si 0.9549 2.2400 -3.3164
C -0.1289 3.6600 -2.6617
C -0.1147 1.0339 -4.3556
C 1.8289 1.2875 -1.9406
Si 3.0445 2.2576 -0.8892
C 4.4235 3.1476 -1.8860
C 2.2316 3.6168 0.1839
C 4.0241 1.1190 0.3133
H 1.6331 3.3994 -5.4626
H 2.9100 2.3199 -4.9206
H 2.6886 3.8758 -4.1514
H -0.8609 3.9469 -3.4091
H 0.4641 4.5381 -2.4227
H -0.6792 3.3642 -1.7730
H -0.4820 1.5303 -5.2485
H -0.9839 0.7012 -3.8002
H 0.4509 0.1639 -4.6842
H 2.3862 0.4723 -2.4150
H 4.0070 3.9562 -2.4759
H 4.9076 2.4592 -2.5717
H 5.1881 3.5703 -1.2400
H 1.9944 4.4841 -0.4221
H 2.9063 3.9405 0.9723
H 1.3080 3.2728 0.6453
H 4.5521 0.3360 -0.2239
H 3.3773 0.6484 1.0482
H 4.7685 1.6937 0.8581
F -3.4040 -0.1517 -2.4184
B -3.0400 1.0284 -1.8138
F -1.6811 0.7913 -1.2907
F -2.9573 2.0485 -2.7039
F -3.8264 1.2968 -0.7374
*
```

These are the Mulliken partial charges, in e, on atoms 1 to 8: number 1, Ca, carries 2.092; number 2, C, carries -0.802; number 3, C, carries -0.685; number 4, N, carries 0.038; number 5, C, carries -0.794; number 6, C, carries -0.545; number 7, N, carries 0.043; number 8, C, carries -0.773

***

2.
Entry from the OMol25 dataset: a cluster of 2 separate species, C31H52BF11N6O10P in total at a distorted geometry (ωB97M-V/def2-TZVPD).

relative energy (zero: lowest compared OMol25 entry of this formula, charge and spin) = 71.4 kcal/mol
gap between HOMO and LUMO = 5.28 eV
E_LUMO = -3.906 eV
molar mass = 919.55 Da

```
! wB97M-V def2-TZVPD RIJCOSX def2/J DEFGRID3
* xyz 1 1
C -8.9559 -2.4768 2.6274
C -7.4484 -2.6719 2.7291
O -6.8054 -2.9673 1.4699
C -6.6717 -1.8948 0.6800
O -6.9966 -0.7727 0.9807
C -6.1037 -2.1934 -0.6922
C -4.6932 -1.5987 -0.9179
C -4.7214 -0.0785 -1.2596
C -3.4284 0.6980 -0.9195
B -3.7984 2.2860 -0.9865
O -5.0773 2.6668 -1.4511
N -2.8727 3.3631 -0.6513
C -2.8513 4.2602 -1.8198
C -3.2248 4.0575 0.6145
C -2.9278 0.5095 0.5580
C -4.0326 0.4774 1.6336
C -4.0540 -0.7975 2.4983
O -2.8946 -0.8711 3.3178
O -1.9529 -0.5405 0.6696
C -0.7413 -0.0145 0.1253
C 0.2668 -1.2065 0.1202
C 0.0326 -2.1540 1.3387
C 1.3656 -2.8518 1.7367
C 2.1888 -3.3486 0.5519
F 1.4250 -3.8681 -0.4390
F 2.9734 -2.3754 0.0230
C 3.1986 -4.4721 1.0313
F 4.3418 -4.3171 0.3376
F 3.5064 -4.3130 2.3139
F 2.7569 -5.6916 0.7479
C -0.9303 0.4714 -1.3568
N -0.4707 1.8298 -1.6538
C 0.7556 1.9120 -1.5367
O 1.8746 2.1678 -1.5584
N -2.3378 0.1985 -1.8189
C -2.5202 0.3432 -3.2760
O -3.2841 1.0449 -3.8269
C -1.6644 -0.6051 -4.2016
F -1.2249 -1.7115 -3.5583
F -2.5470 -1.0463 -5.1124
C -0.5445 0.1518 -5.0079
F -1.0840 0.4802 -6.1972
F -0.1567 1.3002 -4.4395
C 0.6590 -0.7762 -5.3554
F 1.3723 -1.0003 -4.2200
F 0.2220 -1.9187 -5.8821
C 1.5903 -0.1283 -6.4452
O 1.2718 -0.2761 -7.5750
O 2.7181 0.5366 -6.0711
H -9.3931 -2.4118 3.6315
H -9.2358 -1.5642 2.0941
H -9.4256 -3.3456 2.1506
H -7.2726 -3.5465 3.3663
H -6.9288 -1.8403 3.2157
H -6.7385 -1.8457 -1.5142
H -6.0047 -3.2774 -0.8337
H -3.9760 -1.8528 -0.1279
H -4.3098 -2.1170 -1.8169
H -4.9720 -0.0045 -2.3258
H -5.5984 0.3277 -0.7499
H -5.6602 2.5952 -0.6783
H -1.8440 4.6624 -1.9996
H -3.0984 3.7000 -2.7372
H -3.5647 5.0920 -1.7643
H -3.2416 5.1371 0.4364
H -4.1657 3.6948 1.0505
H -2.4114 3.8758 1.3331
H -2.3505 1.4295 0.7586
H -3.8091 1.2692 2.3633
H -5.0450 0.6871 1.2787
H -4.2725 -1.7111 1.9314
H -4.9127 -0.6510 3.1766
H -2.9823 -1.7008 3.8016
H -0.2922 0.7551 0.7663
H 0.1778 -1.8180 -0.7828
H 1.2566 -0.7484 0.2397
H -0.3300 -1.6101 2.2132
H -0.6548 -2.9356 1.0043
H 1.0797 -3.7502 2.3008
H 1.9883 -2.2253 2.3820
H -0.2982 -0.2106 -1.9451
H -2.3651 -0.8323 -1.6885
H 3.3513 -0.1456 -5.7925
O 5.3298 -0.0756 3.0870
P 6.4205 0.7357 2.4056
N 5.4521 2.1256 2.0691
C 5.2801 2.9171 0.8738
C 4.9805 2.8502 3.2434
N 6.6770 -0.3854 1.1023
C 6.2516 -0.1947 -0.2787
C 6.4940 -1.7933 1.4688
N 7.9513 1.4935 2.0541
C 8.6065 2.0586 3.2382
C 8.4022 2.1586 0.8605
H 5.8548 3.8545 0.9104
H 4.2256 3.1914 0.7537
H 5.5568 2.4003 -0.0411
H 5.7578 3.5166 3.6412
H 4.6858 2.1649 4.0399
H 4.1015 3.4560 3.0108
H 5.4043 0.4878 -0.3841
H 5.9223 -1.1317 -0.7334
H 7.0817 0.1409 -0.9086
H 5.4394 -2.0870 1.4248
H 6.8575 -1.9945 2.4751
H 7.0561 -2.4377 0.7899
H 8.2652 3.0837 3.4452
H 9.6922 2.0745 3.1160
H 8.3971 1.4518 4.1237
H 8.3236 3.2493 0.9546
H 7.8737 1.8716 -0.0430
H 9.4570 1.9192 0.6868
*
```

These are the Mulliken partial charges, in e, on atoms 1 to 8: number 1, C, carries -1.223; number 2, C, carries 0.024; number 3, O, carries -0.347; number 4, C, carries 0.682; number 5, O, carries -0.583; number 6, C, carries -1.341; number 7, C, carries -0.694; number 8, C, carries -2.706